{"formula": "C30H28ClFN7O4Te4Ti", "method": "ωB97M-V with the def2-TZVPD basis set", "elements": ["Te", "Te", "Te", "Te", "Ti", "Cl", "F", "O", "O", "O", "O", "N", "N", "N", "N", "N", "N", "N", "C", "C", "C", "C", "C", "C", "C", "C", "C", "C", "C", "C", "C", "C", "C", "C", "C", "C", "C", "C", "C", "C", "C", "C", "C", "C", "C", "C", "C", "C", "H", "H", "H", "H", "H", "H", "H", "H", "H", "H", "H", "H", "H", "H", "H", "H", "H", "H", "H", "H", "H", "H", "H", "H", "H", "H", "H", "H"], "coordinates": [[4.322, 1.645, 3.626], [3.159, 1.801, 1.245], [3.515, 4.240, 0.237], [0.395, 1.708, 1.577], [0.770, -0.266, -0.540], [-4.029, 3.849, -2.546], [-3.750, 2.753, 1.945], [-4.963, -2.256, 0.471], [-1.136, 0.360, -1.166], [-5.454, 1.136, 3.450], [-0.971, -1.787, -0.841], [-3.787, -0.327, 0.077], [0.433, -0.331, 1.301], [-0.452, 4.194, -0.896], [-5.154, -0.540, 1.941], [4.318, -1.544, 0.466], [1.469, 0.812, -2.083], [2.033, -1.611, -1.166], [5.310, -2.400, 2.468], [0.102, -1.218, 2.431], [0.250, -2.660, 1.947], [-1.681, -0.786, -1.061], [-1.551, 3.720, -1.467], [-1.345, -0.986, 2.869], [-4.030, 1.501, 1.574], [-4.651, -1.130, 0.794], [5.150, -1.423, 1.496], [1.052, -2.785, -3.051], [1.292, 2.083, -2.541], [3.692, -3.696, 1.294], [4.565, -3.562, 2.359], [-1.368, 6.391, -1.007], [2.492, -3.916, -1.479], [1.591, -3.933, -2.592], [1.056, -0.988, 3.596], [2.681, -2.762, -0.795], [-2.526, 5.904, -1.592], [-4.932, 0.742, 2.432], [0.182, 1.278, -4.504], [3.600, -2.659, 0.366], [-3.507, 0.969, 0.471], [1.394, -1.547, -2.407], [1.093, -0.255, -2.892], [0.690, 2.358, -3.726], [-3.187, -0.881, -1.142], [-2.608, 4.543, -1.820], [-0.356, 5.500, -0.670], [0.359, -0.001, -4.098], [-0.013, -0.828, -4.685], [0.566, 5.828, -0.201], [-3.345, 6.556, -1.864], [-3.489, -1.920, -1.201], [-2.815, 1.517, -0.154], [3.062, -4.571, 1.194], [1.647, 2.857, -1.872], [1.372, -4.872, -3.085], [-3.542, -0.334, -2.017], [0.577, 3.384, -4.047], [-5.776, -1.122, 2.482], [-2.026, -1.171, 2.035], [2.091, -1.159, 3.291], [0.999, 0.035, 3.976], [-0.417, -2.877, 1.114], [-1.256, 7.449, -0.808], [5.983, -2.228, 3.297], [4.643, -4.343, 3.105], [1.274, -2.847, 1.631], [-0.344, 1.483, -5.429], [0.021, -3.339, 2.773], [5.703, -0.495, 1.563], [-1.493, 0.037, 3.224], [-1.612, -1.665, 3.683], [0.399, -2.783, -3.913], [3.031, -4.810, -1.198], [-1.580, 2.652, -1.660], [0.817, -1.670, 4.416]], "total_energy_ha": -4326.106818, "largest_force_ev_per_a": 0.9, "gap_ev": 6.002, "de_lowest_kcal_mol": 0.0, "e_homo_ev": -4.13, "total_charge": -1}

=====

{"formula": "C4H8ClISi", "method": "ωB97M-V with the def2-TZVPD basis set", "elements": ["I", "Cl", "Si", "C", "C", "C", "C", "H", "H", "H", "H", "H", "H", "H", "H"], "coordinates": [[0.015, 1.756, 2.491], [1.825, 1.562, -0.944], [0.513, 0.588, 0.341], [2.407, -1.558, 0.276], [1.451, -0.925, 0.917], [-2.230, 1.031, -0.816], [-1.084, 0.018, -0.455], [-2.895, 0.387, -1.323], [-2.693, 1.511, 0.021], [-1.469, -0.800, 0.194], [2.989, -2.319, 0.659], [2.967, -1.010, -0.525], [-1.951, 1.761, -1.455], [1.224, -1.302, 1.907], [-1.071, -0.700, -1.287]], "total_energy_ha": -1204.639671, "largest_force_ev_per_a": 3.6, "gap_ev": 10.131, "smiles": "C=C[Si@](Cl)(I)CC", "de_lowest_kcal_mol": 0.0, "e_homo_ev": -9.80}

=====

{"formula": "C36H64GeNRuSbSi4", "method": "ωB97M-V with the def2-TZVPD basis set", "elements": ["Sb", "Ru", "Ge", "Si", "Si", "Si", "Si", "N", "C", "C", "C", "C", "C", "C", "C", "C", "C", "C", "C", "C", "C", "C", "C", "C", "C", "C", "C", "C", "C", "C", "C", "C", "C", "C", "C", "C", "C", "C", "C", "C", "C", "C", "C", "C", "H", "H", "H", "H", "H", "H", "H", "H", "H", "H", "H", "H", "H", "H", "H", "H", "H", "H", "H", "H", "H", "H", "H", "H", "H", "H", "H", "H", "H", "H", "H", "H", "H", "H", "H", "H", "H", "H", "H", "H", "H", "H", "H", "H", "H", "H", "H", "H", "H", "H", "H", "H", "H", "H", "H", "H", "H", "H", "H", "H", "H", "H", "H", "H"], "coordinates": [[-1.389, 2.023, -0.003], [0.690, 0.204, 0.590], [1.179, -2.044, -0.622], [-0.352, 1.564, 4.226], [-0.078, -0.350, 2.670], [-2.286, -1.692, 2.897], [1.409, -1.864, 4.255], [3.241, 1.601, 1.815], [1.681, -1.941, -2.584], [2.524, -4.280, -2.668], [3.188, -4.005, -5.344], [-0.059, 4.367, -1.615], [2.603, -2.918, -4.660], [1.307, 2.268, -1.461], [1.131, -3.508, 3.429], [0.298, 3.167, -0.744], [3.106, -5.349, -3.367], [-0.286, -5.973, -0.021], [2.352, -1.726, -5.342], [-1.417, -6.000, -0.826], [-2.194, -3.292, 1.990], [-3.628, 0.434, -1.298], [-2.365, -1.901, 4.739], [2.260, 1.071, 1.516], [-1.028, -3.711, -1.443], [1.760, -0.656, -4.670], [-4.039, 3.374, 0.967], [2.266, -3.040, -3.278], [-1.784, -4.869, -1.544], [1.438, -0.779, -3.331], [-3.582, -0.549, 2.201], [-2.172, 1.971, 4.198], [-2.540, 1.417, -1.724], [2.925, -2.326, 0.273], [0.467, -4.811, 0.081], [0.102, -3.664, -0.624], [0.710, 2.958, 3.577], [0.151, 1.191, 5.976], [-2.596, 3.720, 0.625], [-1.680, 0.808, -2.821], [3.441, -5.217, -4.697], [-1.917, 4.584, 1.677], [3.079, -1.111, 3.936], [1.043, -1.961, 6.066], [-2.004, -6.906, -0.904], [-2.193, -0.982, 5.299], [-4.245, -1.142, 1.565], [1.510, -1.165, 6.639], [1.228, 1.074, 6.095], [-3.174, 0.253, 1.586], [-4.125, 2.739, 1.849], [3.887, -6.039, -5.241], [-1.910, 4.103, 2.654], [1.375, 1.209, -1.100], [3.437, -3.891, -6.392], [-2.086, -3.145, 0.916], [0.965, 0.058, -2.847], [-0.655, 5.105, -1.079], [0.326, -4.056, 3.923], [-3.185, -0.514, -0.977], [2.043, -4.107, 3.525], [-1.324, -2.838, -2.020], [1.363, -4.822, 0.692], [2.816, -2.423, 1.351], [-0.892, 4.848, 1.412], [-0.010, -2.020, 6.332], [3.602, -1.498, 0.059], [1.043, 2.162, -2.513], [-2.568, 2.092, 3.192], [3.327, -1.028, 2.881], [-2.320, 0.424, -3.619], [-1.104, -0.039, -2.437], [0.545, 3.161, 2.519], [-3.147, -3.807, 2.159], [-1.397, -3.947, 2.335], [-2.990, 2.348, -2.079], [-2.763, 1.216, 4.716], [3.284, -6.282, -2.850], [0.886, -3.419, 2.374], [-0.143, 2.067, 6.565], [1.502, -2.909, 6.374], [3.180, -0.135, 4.414], [-2.474, 5.518, 1.780], [2.251, -4.438, -1.634], [4.085, 2.035, 2.145], [-0.612, 4.065, -2.508], [0.850, 4.874, -1.949], [0.012, -6.860, 0.523], [-3.379, -2.241, 4.978], [-4.281, 0.219, -2.147], [0.756, 3.525, 0.183], [-0.998, 1.531, -3.270], [-2.587, 4.253, -0.330], [-1.678, -2.673, 5.084], [-4.258, 0.802, -0.489], [0.479, 3.871, 4.134], [1.768, 2.744, 3.735], [3.817, -1.778, 4.396], [-2.318, 2.914, 4.736], [-2.655, -4.894, -2.186], [-4.557, 2.890, 0.140], [-4.175, -0.100, 2.997], [2.321, 2.668, -1.409], [-0.353, 0.331, 6.413], [2.607, -1.641, -6.392], [3.389, -3.237, -0.108], [-4.579, 4.298, 1.184], [1.552, 0.263, -5.202]], "spin_multiplicity": 6, "total_energy_ha": -5033.910045, "largest_force_ev_per_a": 0.7, "gap_ev": [6.380, 5.169], "e_homo_ev": [-14.86, -15.79], "total_charge": 3}

=====

{"formula": "C19H22N3O3Se2Zn", "method": "ωB97M-V with the def2-TZVPD basis set", "elements": ["Se", "Se", "Zn", "O", "O", "O", "N", "N", "N", "C", "C", "C", "C", "C", "C", "C", "C", "C", "C", "C", "C", "C", "C", "C", "C", "C", "C", "C", "H", "H", "H", "H", "H", "H", "H", "H", "H", "H", "H", "H", "H", "H", "H", "H", "H", "H", "H", "H", "H", "H"], "coordinates": [[0.384, 2.488, -1.686], [1.781, -0.431, 0.728], [-0.002, 0.234, -0.818], [3.112, 4.838, 1.280], [0.791, 3.690, 2.490], [-1.802, 0.324, 0.304], [-1.918, -1.964, -0.039], [-0.942, -1.704, -0.950], [0.846, -0.903, -2.709], [-2.273, -0.815, 0.537], [-4.633, 0.100, 3.336], [-0.437, -2.645, -1.649], [-3.374, -0.917, 1.552], [0.629, -2.218, -2.599], [2.841, 1.213, 0.452], [-5.425, -1.037, 3.433], [-4.165, -2.057, 1.656], [1.375, -3.142, -3.319], [-0.810, -4.087, -1.524], [3.355, 3.424, 1.355], [1.055, 2.480, 1.769], [-3.615, 0.162, 2.394], [1.808, -0.465, -3.509], [2.377, -2.682, -4.160], [2.603, -1.321, -4.261], [2.203, 2.598, 0.760], [-5.189, -2.116, 2.590], [1.768, 3.298, -0.537], [-6.224, -1.083, 4.163], [2.980, -3.384, -4.723], [3.379, -0.921, -4.900], [1.183, -4.200, -3.210], [-1.694, -4.177, -0.898], [-1.006, -4.534, -2.501], [1.401, 4.299, -0.313], [3.170, 1.222, -0.589], [0.863, 4.427, 1.876], [1.302, 1.733, 2.521], [1.933, 0.613, -3.520], [4.268, 3.199, 0.791], [2.655, 3.429, -1.161], [3.503, 3.116, 2.395], [3.735, 1.089, 1.067], [-5.806, -3.004, 2.660], [-2.992, 1.042, 2.294], [-3.961, -2.891, 0.999], [-4.811, 0.943, 3.993], [3.617, 5.256, 1.981], [0.156, 2.137, 1.253], [0.001, -4.654, -1.057]], "total_energy_ha": -7709.527151, "largest_force_ev_per_a": 0.4, "gap_ev": 6.797, "de_lowest_kcal_mol": 9.2, "e_homo_ev": -4.16, "total_charge": -1}